This record from OMol25 describes one molecule with the formula C2H5NS2 in a non-equilibrium geometry. The level of theory is wB97M-V/def2-TZVPD.

Calculated values
* charge: 0
* highest occupied orbital energy: -8.76 eV
* LUMO: 0.27 eV
* energy relative to the best compared isomer or geometry (same formula, charge and spin): 29.1 kcal/mol
* structure (SMILES): CSNC=S
* gap between HOMO and LUMO: 9.030 eV

XYZ file:
```
10
Properties=species:S:1:pos:R:3:forces:R:3:nbo_charge:R:1
C -0.2568 1.5648 -0.7228 -2.54 -2.74 1.28 -0.7653
S 1.2435 0.5677 -0.4278 -0.07 0.62 0.11 0.3979
N 0.6594 -0.9602 -0.0437 -1.31 1.10 2.62 -0.7486
C -0.0557 -1.3139 1.1017 0.54 -0.51 -2.31 -0.0903
S -0.6523 -2.8166 1.2403 0.03 -0.08 0.47 -0.0862
H -1.0538 0.9949 -1.3724 1.63 0.93 1.26 0.2353
H 0.1140 2.3459 -1.3085 0.30 1.68 -0.55 0.2295
H -0.7532 1.8432 0.2933 0.96 -0.11 -2.03 0.2248
H 1.0362 -1.7069 -0.5380 0.38 -1.49 -1.25 0.4074
H -0.2812 -0.5191 1.7779 0.06 0.61 0.39 0.1955
```
Forces are in eV/Å.